(1)
42
Properties=species:S:1:pos:R:3:mulliken_charge:R:1 method="wB97M-V/def2-TZVPD" gap_ev=10.461 e_homo_ev=-10.76 charge=0 total_energy_ha=-1070.08425
O -3.12079 1.90079 0.31422 -0.553
H -2.49107 1.90997 1.03357 0.256
H -2.99286 1.03607 -0.06914 0.322
O -1.32865 0.21573 1.01569 -0.633
H -1.21849 0.14118 0.03944 0.234
H -1.21784 -0.73419 1.15058 0.293
O 2.01051 1.65228 -0.78199 -0.689
H 2.24765 1.30472 0.13798 0.395
H 1.10006 1.28949 -0.72930 0.326
O -1.23356 -0.54417 -3.36816 -0.565
H -0.62279 -0.76046 -4.07592 0.264
H -1.43524 -1.39493 -2.93501 0.365
O -0.98665 -3.02575 -2.33962 -0.668
H -1.90084 -2.96209 -2.06114 0.316
H -0.67941 -3.93105 -2.31200 0.283
O 1.38900 -4.90671 1.93872 -0.635
H 0.86846 -4.09610 1.76715 0.317
H 2.29334 -4.52589 1.94974 0.321
O 2.40215 -0.33199 -2.72485 -0.666
H 1.92388 0.20274 -2.07322 0.287
H 3.26749 0.11104 -2.74559 0.333
O 1.74419 3.58767 1.36834 -0.612
H 2.43020 3.31732 0.75952 0.315
H 0.86162 3.60014 1.00512 0.306
O 1.17817 -0.59684 0.15459 -0.412
H 1.74856 -1.11006 -0.47478 0.246
H 1.10958 -1.14050 0.95534 0.206
O 3.61848 -1.88681 2.47299 -0.611
H 3.73033 -2.28440 3.35535 0.307
H 4.31002 -1.95013 1.79450 0.314
O -0.70637 -1.69648 3.31704 -0.636
H -1.47571 -1.21913 3.72775 0.295
H -0.01175 -1.12431 3.67402 0.333
O -3.68162 3.54408 -2.51626 -0.637
H -3.52186 2.59159 -2.50153 0.308
H -3.38642 3.72419 -1.59989 0.326
O -2.60517 1.03316 3.71363 -0.660
H -2.07717 0.94593 2.91333 0.356
H -3.32133 1.63608 3.49832 0.320
O 0.40737 1.79753 -2.83376 -0.570
H 1.34718 1.96626 -3.00137 0.321
H 0.02737 2.71401 -2.91338 0.285

(2)
50
Properties=species:S:1:pos:R:3:mulliken_charge:R:1 method="wB97M-V/def2-TZVPD" gap_ev="8.008 / 7.979" spin_multiplicity=4 s2=3.7532 e_homo_ev="-7.77 / -7.75" charge=0 total_energy_ha=-2521.48603
Nd 0.45475 0.41542 0.86839 1.132
C -0.66663 1.21531 -3.53085 -1.756
C 0.33390 0.32235 -2.84862 1.090
C 0.20188 -1.06160 -2.86593 -0.701
C 1.11985 -1.89566 -2.22880 0.528
C 0.93427 -3.39026 -2.20465 -1.428
C 2.19772 -1.30885 -1.57788 -0.005
C 2.38421 0.07211 -1.57197 0.294
C 3.60501 0.66223 -0.91449 -1.580
C 1.43562 0.87578 -2.19727 -0.493
H -0.34167 1.46384 -4.54375 0.376
H -0.79056 2.14606 -2.97810 0.319
H -1.64297 0.73480 -3.60872 0.355
H -0.64648 -1.50460 -3.38196 0.476
H 1.81265 -3.90261 -2.60022 0.427
H 0.07425 -3.69012 -2.80458 0.335
H 0.79164 -3.74886 -1.18136 0.251
H 2.91530 -1.93735 -1.06302 0.375
H 4.49995 0.39177 -1.47812 0.442
H 3.74455 0.28161 0.09983 0.311
H 3.55060 1.74855 -0.86299 0.306
H 1.56691 1.95231 -2.19550 0.221
N -1.96392 3.81190 0.60434 -0.393
C -0.79024 3.16943 0.56683 0.626
O -0.57263 2.30112 -0.29732 -0.478
C 0.26318 3.53473 1.59600 -0.673
C 1.48520 2.61212 1.55665 -1.131
H -2.71647 3.46786 0.03239 0.254
H -2.18281 4.40375 1.38595 0.212
H -0.22275 3.50728 2.57710 0.369
H 0.47543 4.59822 1.41245 0.386
H 1.98633 2.66365 2.52571 0.459
H 2.20046 2.99785 0.82187 0.150
C -3.59930 -1.90781 3.21762 -0.710
O -3.21203 -0.58262 2.80986 -0.314
C -2.46924 -0.41691 1.73414 0.672
O -2.04171 0.69679 1.45951 -0.508
N -2.26195 -1.51887 0.93721 -0.371
N -1.28790 -1.32660 -0.08798 -0.061
H -4.20888 -1.76699 4.10250 0.258
H -2.71256 -2.49068 3.46977 0.298
H -4.18122 -2.39381 2.43621 0.324
H -2.07430 -2.38697 1.43819 0.224
H -1.74851 -1.43367 -0.98353 0.274
H -0.64341 -2.11549 0.02398 -0.064
O 1.90316 -1.97374 3.67836 -0.568
S 1.05402 -1.81716 2.54242 1.078
O 0.01212 -0.72092 2.76408 -0.582
O 1.81659 -1.23435 1.34679 -0.513
S 0.15856 -3.52033 1.99943 -0.492

(3)
14
Properties=species:S:1:pos:R:3:mulliken_charge:R:1 method="wB97M-V/def2-TZVPD" gap_ev=11.695 e_homo_ev=-10.76 charge=0 total_energy_ha=-307.60358
C -1.75302 0.37456 -0.59852 -0.991
C -0.78218 0.51882 0.61235 -0.443
C 0.37348 -0.42507 0.53121 -0.536
O 1.58569 0.27578 0.50918 -0.306
C 2.38898 -0.19776 -0.43137 0.200
O 2.26136 -1.18383 -1.10203 -0.503
H -2.34000 -0.49036 -0.35725 0.341
H -2.44211 1.22738 -0.32593 0.275
H -1.41858 -0.12525 -1.86041 0.255
H -1.29548 0.13650 1.50219 0.222
H -0.53444 1.57859 0.81599 0.396
H 0.52117 -1.11622 1.33988 0.359
H 0.24116 -1.08495 -0.32800 0.375
H 3.19398 0.51182 -0.30731 0.355

(4)
89
Properties=species:S:1:pos:R:3:mulliken_charge:R:1 method="wB97M-V/def2-TZVPD" gap_ev=5.514 e_homo_ev=-3.94 charge=-1 total_energy_ha=-25729.65674
C -3.03034 0.49494 -0.36622 -1.068
C -1.57777 0.08744 -0.63960 0.740
Br -0.40547 1.56810 -0.15719 0.014
C -1.14883 -1.20475 0.04306 -0.710
Br -1.07738 -0.96337 2.00460 -0.227
B 0.15834 -2.01550 -0.52628 0.417
O 0.31306 -3.32448 0.14355 -0.860
P 1.99936 -1.27964 -0.46252 0.352
O 2.17921 -0.32059 0.88526 -0.475
O 2.06316 -0.06082 -1.59210 -0.105
H -3.53467 -0.28564 0.20566 0.325
H -3.57747 0.65472 -1.29625 0.351
H -3.09462 1.40351 0.22826 0.079
H -1.43373 -0.08554 -1.70572 0.106
H -2.00469 -1.87506 -0.08566 0.362
H -0.04223 -2.13467 -1.74356 -0.270
H -0.39378 -3.92178 -0.13664 0.185
H 1.82648 -0.80577 1.64392 0.268
H 1.47485 -0.25159 -2.33955 0.019
C -1.16472 -4.71147 4.01671 -0.153
Cl -2.55888 -4.77564 2.91615 -0.097
Cl 0.29189 -4.32862 3.14108 0.015
Cl -1.47578 -3.55519 5.32142 -0.139
H -1.06440 -5.68920 4.46862 0.367
C -5.21548 3.70518 0.89390 -0.111
Cl -5.99245 2.11895 0.90416 -0.115
Cl -3.96853 3.81053 2.12977 -0.052
Cl -4.55452 4.07281 -0.70078 -0.112
H -5.97616 4.44198 1.11447 0.367
C 2.50177 3.28078 -2.14384 0.550
Cl 1.10365 3.34772 -3.21687 -0.128
Cl 3.96299 3.79078 -3.00607 -0.121
Cl 2.23728 4.31914 -0.73920 -0.127
H 2.62244 2.25468 -1.80585 -0.258
C -5.42458 -6.97406 2.98458 0.299
Cl -5.60747 -5.97414 1.55196 -0.115
Cl -6.89526 -6.96088 3.96433 -0.143
Cl -4.97759 -8.62562 2.54782 -0.115
H -4.62113 -6.55624 3.57795 0.064
C 5.93163 -2.60009 -2.32857 -0.277
Cl 4.25063 -2.21475 -1.64514 -0.197
Cl 6.91550 -1.13966 -2.11754 -0.093
Cl 6.62555 -3.96481 -1.46657 -0.141
H 5.88621 -2.82837 -3.38556 0.357
C 0.05504 2.91708 3.95729 -0.194
Cl -0.72402 3.96531 2.76755 -0.065
Cl -1.17164 2.14371 4.98118 -0.152
Cl 1.06939 1.73217 3.17210 0.076
H 0.66170 3.54128 4.60030 0.359
C -5.05009 -8.55926 -1.76752 -0.010
Cl -6.57405 -8.14829 -0.98236 -0.099
Cl -3.83369 -7.31841 -1.49473 -0.078
Cl -4.47393 -10.13916 -1.22371 -0.126
H -5.23085 -8.62381 -2.83204 0.319
C -1.79680 7.47269 5.12538 -0.018
Cl -1.01314 7.67730 3.56005 -0.116
Cl -3.46960 8.04706 5.06232 -0.092
Cl -1.73502 5.79878 5.65734 -0.091
H -1.26548 8.07995 5.84596 0.307
C 0.27277 -1.23962 -5.52629 -0.124
Cl -0.02721 0.15371 -4.47457 -0.068
Cl 0.44114 -2.72863 -4.62510 -0.108
Cl -1.00857 -1.36620 -6.74284 -0.072
H 1.20387 -1.05019 -6.04374 0.337
C 5.23870 -3.63472 3.00558 -0.069
Cl 4.79105 -3.14281 1.39153 0.079
Cl 3.81381 -3.99832 3.99137 -0.124
Cl 6.34046 -5.02703 2.97678 -0.168
H 5.76562 -2.82176 3.48786 0.275
C 8.09137 3.62986 -2.50482 -0.123
Cl 7.59462 4.27343 -4.07336 -0.121
Cl 7.29614 4.48980 -1.19026 -0.091
Cl 7.76193 1.90050 -2.42733 -0.011
H 9.15816 3.77692 -2.40161 0.344
C 9.37150 0.28999 0.66061 0.358
Cl 8.28701 -0.92714 1.31246 -0.048
Cl 9.12174 1.85084 1.44979 -0.134
Cl 11.06065 -0.21678 0.80574 -0.149
H 9.15132 0.41177 -0.39195 -0.027
C -5.38048 10.45825 3.07658 0.154
Cl -5.57279 9.69853 1.50063 -0.109
Cl -5.84748 12.15961 3.02411 -0.138
Cl -6.29347 9.59209 4.31161 -0.138
H -4.33343 10.40565 3.34740 0.226
C -4.75005 -1.12399 -8.32880 -0.008
Cl -4.83599 -1.32434 -6.58363 -0.081
Cl -4.54713 0.57350 -8.76464 -0.120
Cl -3.45488 -2.10619 -9.01900 -0.116
H -5.68423 -1.46643 -8.75314 0.326

(5)
10
Properties=species:S:1:pos:R:3:mulliken_charge:R:1 method="wB97M-V/def2-TZVPD" smiles="C1=C[C@@H]2O[C@@H]2O1" gap_ev=10.434 e_homo_ev=-9.36 charge=0 total_energy_ha=-305.20563
C 0.80934 -0.97184 0.39896 -0.339
C 1.06001 0.35584 0.31930 -0.286
C -0.24707 1.00024 -0.21046 -0.210
O -1.36465 0.62192 0.60305 -0.411
C -1.08856 -0.26927 -0.45705 -0.042
O -0.32368 -1.38095 -0.20099 -0.351
H 1.47700 -1.74994 0.85388 0.342
H 1.84794 1.04108 0.65978 0.351
H -0.42485 1.86763 -0.78319 0.453
H -1.74547 -0.51470 -1.18329 0.492